# 1
{
  "formula": "C4H13N3",
  "method": "ωB97M-V with the def2-TZVPD basis set",
  "max_force_ev_per_a": 2.63,
  "e_tot_ev": -8823.504,
  "molar_mass_g_mol": 103.169,
  "homo_lumo_gap_ev": [7.031, 7.032],
  "e_above_lowest_kj_mol": 570.1,
  "e_homo_ev": [-6.20, -6.21],
  "symbols": ["C", "C", "C", "C", "N", "N", "N", "H", "H", "H", "H", "H", "H", "H", "H", "H", "H", "H", "H", "H"],
  "xyz": [[-0.52681, 0.56283, -0.79443], [-0.09619, -0.13936, 0.33531], [0.77502, -1.35972, 0.34171], [-2.08305, -1.03415, -0.41167], [1.32548, 1.42551, 0.47936], [1.46037, 1.77196, 1.85352], [-0.00776, 0.43699, -2.03085], [2.19526, 0.95229, 0.22515], [-1.14481, 1.43544, -0.63837], [-0.56460, 0.13548, 1.26933], [0.90704, 2.60089, 2.04117], [1.12423, 1.04474, 2.49432], [0.65421, -0.29338, -2.23623], [-0.05473, 1.21929, -2.66209], [1.30220, -1.42734, 1.29577], [1.53978, -1.36999, -0.43812], [0.22125, -2.29356, 0.22113], [-2.24848, -1.56415, 0.52396], [-1.85139, -1.71752, -1.22637], [-2.92702, -0.38627, -0.64262]],
  "atomic_forces_ev_per_a": [[-1.502, -1.314, -0.313], [2.111, 1.532, 0.362], [0.141, -0.290, -0.025], [0.213, 0.812, -0.599], [-0.789, -1.290, 0.277], [0.114, 0.087, 0.373], [-0.073, -0.063, 0.065], [-0.026, 0.102, 0.136], [0.096, -0.055, 0.054], [-0.125, -0.010, -0.102], [0.014, -0.106, -0.106], [0.114, 0.129, -0.205], [0.011, 0.192, 0.066], [-0.056, -0.220, 0.063], [-0.043, 0.085, -0.060], [-0.066, 0.262, -0.041], [-0.224, 0.118, 0.050], [0.193, 0.130, 0.092], [-0.031, 0.046, -0.029], [-0.072, -0.147, -0.058]]
}

***

# 2
{
  "formula": "C21H31NOP2SSc",
  "method": "ωB97M-V with the def2-TZVPD basis set",
  "max_force_ev_per_a": 3.42,
  "e_tot_ev": -75917.900,
  "total_charge": 1,
  "molar_mass_g_mol": 452.456,
  "homo_lumo_gap_ev": [5.015, 3.382],
  "e_above_lowest_kj_mol": 740.1,
  "e_homo_ev": [-8.76, -7.16],
  "symbols": ["C", "C", "C", "C", "C", "C", "C", "C", "C", "C", "C", "C", "C", "H", "H", "H", "H", "H", "H", "H", "N", "Sc", "C", "H", "H", "C", "H", "H", "P", "P", "C", "H", "H", "H", "C", "H", "H", "H", "C", "H", "H", "H", "C", "H", "H", "H", "H", "H", "C", "S", "C", "O", "H", "H", "H", "H", "H", "H"],
  "xyz": [[-1.74866, 2.78594, -3.75267], [-1.35243, 1.51433, -3.38970], [-0.00034, 1.07691, -3.81434], [1.00104, 2.12491, -3.93757], [0.60910, 3.46666, -3.64781], [-0.73944, 3.79790, -3.79034], [2.32722, 1.63561, -3.84107], [2.69311, 0.27512, -3.72852], [1.53676, -0.64152, -3.69816], [1.72782, -1.92546, -3.07849], [2.99804, -2.46946, -3.12520], [4.10515, -1.61864, -3.07405], [3.91116, -0.23891, -3.16081], [-2.81910, 3.05416, -3.85131], [1.32680, 4.25018, -3.35921], [-1.04453, 4.81019, -4.13015], [3.01715, 2.31946, -3.27751], [3.11497, -3.54124, -3.03204], [5.09782, -2.05230, -3.16373], [4.71407, 0.40830, -2.77681], [0.33262, -0.21274, -4.05113], [0.13825, 0.75111, 0.85124], [-2.30417, 0.61997, -2.61690], [-2.25925, -0.45002, -2.87389], [-3.34702, 0.94094, -2.69802], [0.53943, -2.70840, -2.49080], [-0.41645, -2.55181, -3.02010], [0.77359, -3.78499, -2.45673], [-1.94106, 0.73829, -0.79064], [0.37463, -2.22059, -0.74343], [1.74662, -2.90268, 0.16793], [1.70843, -2.56217, 1.20198], [1.70600, -3.99546, 0.11295], [2.67479, -2.54696, -0.28315], [-1.17330, -2.83294, -0.06548], [-1.04504, -3.91234, 0.20044], [-1.46873, -2.31418, 0.86220], [-2.00326, -2.76742, -0.76421], [-2.24866, 2.51312, -0.39911], [-3.30084, 2.72405, -0.64390], [-2.09159, 2.73315, 0.67428], [-1.61334, 3.18681, -0.99363], [-3.35750, -0.05098, -0.01537], [-3.20332, -0.15512, 1.06558], [-4.23683, 0.55434, -0.19668], [-3.49635, -1.04965, -0.43496], [1.55889, 1.61790, 0.73706], [0.59473, -0.76430, -0.55882], [0.05085, -0.73238, 4.74496], [-1.20302, -0.12303, 3.59188], [-1.23384, 1.68179, 3.91837], [-0.16723, -0.40993, 2.35279], [-0.38446, -1.09321, 5.69961], [0.76447, 0.11157, 4.81985], [0.58163, -1.49314, 4.14952], [-0.39348, 1.92514, 4.56339], [-1.13915, 2.25085, 2.97386], [-2.19548, 1.94627, 4.41344]],
  "atomic_forces_ev_per_a": [[0.686, 1.525, 0.705], [1.055, -1.827, -1.206], [-0.985, 1.450, -0.482], [-0.669, -0.749, 1.989], [-0.223, -0.053, -0.554], [-0.861, 0.056, -1.134], [1.528, 1.061, 1.386], [-0.893, -1.023, 1.883], [1.624, -0.014, 0.423], [-1.388, 0.389, -1.351], [0.751, -0.022, 1.094], [-0.239, -0.276, -0.992], [-0.124, 0.517, -0.533], [0.744, -0.118, 0.302], [-0.129, -0.458, -0.694], [0.311, -0.563, 0.871], [-0.210, -0.283, -1.351], [0.186, -0.135, 0.113], [-0.017, 0.173, 0.612], [-0.340, -0.015, -0.790], [-2.168, -0.256, 2.099], [-0.640, 0.641, -1.740], [0.401, -0.321, -0.100], [0.126, 0.273, -0.068], [0.018, 0.080, -0.183], [0.492, 0.415, -0.767], [0.387, 0.072, 0.215], [-0.134, 0.179, -0.009], [0.163, 0.780, -1.051], [0.424, 0.414, -1.100], [0.063, -0.134, 0.125], [-0.013, -0.102, 0.077], [0.051, 0.162, 0.095], [-0.032, -0.004, -0.112], [-0.287, -0.631, 1.091], [0.014, 0.778, -0.277], [0.241, -0.121, -0.321], [0.153, 0.108, -0.235], [-0.320, 0.195, -0.044], [0.256, 0.133, 0.080], [-0.094, -0.147, -0.414], [-0.095, -0.324, 0.098], [-0.209, -0.394, 0.401], [-0.137, 0.025, -0.132], [-0.354, -0.032, 0.007], [-0.119, 0.105, 0.051], [1.624, 1.053, 0.139], [-0.226, -1.358, -0.395], [0.125, 0.452, 0.561], [2.078, -0.674, -1.529], [-0.200, 0.098, 0.140], [-2.318, -0.088, 2.515], [0.472, 0.345, -0.578], [-0.391, -0.524, 0.482], [-0.614, 0.005, 0.549], [0.010, 0.070, 0.025], [-0.158, -0.518, 0.355], [0.606, -0.389, -0.339]]
}

***

# 3
{
  "formula": "C19H23F5NPZn",
  "method": "ωB97M-V with the def2-TZVPD basis set",
  "max_force_ev_per_a": 2.19,
  "e_tot_ev": -92856.519,
  "molar_mass_g_mol": 456.754,
  "homo_lumo_gap_ev": 7.690,
  "e_above_lowest_kj_mol": 56.4,
  "e_homo_ev": -7.75,
  "symbols": ["C", "C", "C", "C", "C", "C", "C", "C", "N", "Zn", "C", "P", "H", "H", "H", "H", "H", "H", "H", "H", "C", "C", "H", "C", "C", "H", "H", "H", "H", "H", "H", "H", "H", "H", "H", "H", "H", "H", "H", "F", "C", "C", "C", "F", "C", "F", "C", "F", "C", "F"],
  "xyz": [[0.93272, 2.74788, -2.48938], [-0.34494, 2.26837, -2.21185], [-0.53363, 1.24928, -1.25875], [0.57388, 0.73229, -0.60197], [1.85286, 1.17612, -0.90774], [2.04388, 2.21056, -1.83037], [-1.93629, 0.79658, -0.96111], [-2.12190, -0.69042, -0.54241], [-1.94522, -1.65097, -1.54411], [0.24113, -0.52013, 0.93173], [3.05335, 0.52389, -0.23888], [2.51806, -1.18182, 0.24219], [-1.22065, 2.68438, -2.70406], [3.04833, 2.58824, -2.04112], [1.06248, 3.53034, -3.22688], [3.33667, 1.06941, 0.68167], [3.92434, 0.48388, -0.90443], [-2.32404, 1.39785, -0.11691], [-2.57515, 0.99680, -1.83317], [-1.49622, -0.99282, 0.36046], [3.93452, -1.87770, 1.12660], [2.56816, -1.96455, -1.40467], [-3.16278, -0.78503, -0.16150], [-1.03570, -1.58513, -2.65129], [-2.70336, -2.86934, -1.42217], [0.61209, -1.41504, 2.58914], [-1.47385, -2.19875, -3.45921], [-0.88173, -0.55531, -3.01285], [-0.05440, -2.04270, -2.40336], [-2.90810, -3.26512, -2.42175], [-2.16411, -3.64293, -0.84523], [-3.66199, -2.66091, -0.91730], [3.60126, -1.95818, -1.77398], [2.22824, -3.00132, -1.28805], [1.93184, -1.44300, -2.12913], [4.84365, -1.76096, 0.51813], [4.03006, -1.36065, 2.09382], [3.70692, -2.94369, 1.27851], [0.23667, -2.00684, 2.17230], [-2.39455, -0.89470, 2.72028], [-1.90642, 0.37602, 2.87147], [-0.71174, 0.73352, 2.27196], [-0.28736, 2.02401, 2.50732], [0.91059, 2.45368, 1.99598], [-1.02544, 2.94104, 3.27072], [-0.58375, 4.20463, 3.43875], [-2.23117, 2.55127, 3.85431], [-2.97652, 3.42881, 4.55832], [-2.67952, 1.25359, 3.64923], [-3.85115, 0.84560, 4.17074]],
  "atomic_forces_ev_per_a": [[0.075, -0.185, 0.241], [-0.004, -0.316, 0.408], [0.593, 1.056, -0.791], [-0.478, -0.841, -0.215], [0.290, 0.642, -0.480], [-0.248, -0.089, -0.118], [-0.141, -0.566, 0.683], [-0.283, 0.641, 0.209], [-1.077, -0.425, -1.196], [0.345, 1.831, -0.356], [-0.299, -0.079, 0.624], [0.204, 0.771, -0.370], [0.157, 0.035, -0.131], [-0.283, -0.126, -0.002], [0.028, 0.024, 0.042], [-0.046, -0.170, -0.339], [-0.114, -0.007, 0.124], [0.062, -0.168, -0.324], [0.029, -0.157, 0.263], [-0.477, 0.373, -0.062], [0.194, -0.190, -0.187], [0.165, -0.463, 0.060], [0.600, 0.048, 0.018], [0.261, -0.184, -0.065], [0.098, 0.089, 0.272], [-1.063, -1.843, -0.534], [0.284, 0.386, 0.112], [0.009, -0.448, 0.186], [-0.204, 0.283, -0.227], [-0.052, -0.087, 0.161], [-0.193, -0.041, -0.057], [0.315, -0.191, -0.158], [-0.168, -0.064, 0.028], [0.086, 0.147, -0.281], [0.113, -0.059, 0.377], [-0.099, -0.137, 0.387], [0.091, -0.294, -0.319], [0.331, 0.293, 0.141], [0.819, 0.632, 1.463], [0.171, 0.398, 0.024], [-0.212, 0.635, 0.397], [-0.083, -0.373, 0.499], [-0.110, 0.521, 0.262], [-0.751, -0.186, 0.352], [0.404, 0.073, -0.226], [-0.194, -0.446, 0.022], [-0.007, 0.116, -0.215], [0.463, -0.453, -0.322], [0.108, -0.615, -0.329], [0.291, 0.207, -0.049]]
}

***

# 4
{
  "formula": "C3H7FOS",
  "method": "ωB97M-V with the def2-TZVPD basis set",
  "max_force_ev_per_a": 2.46,
  "e_tot_ev": -18819.019,
  "molar_mass_g_mol": 110.153,
  "homo_lumo_gap_ev": 9.156,
  "e_above_lowest_kj_mol": 558.0,
  "e_homo_ev": -8.94,
  "symbols": ["C", "C", "C", "O", "F", "S", "H", "H", "H", "H", "H", "H", "H"],
  "xyz": [[-0.91922, 0.20831, 0.52828], [-1.78993, 1.30629, 0.04721], [1.56878, -1.27840, 0.38903], [1.39329, 1.26699, -0.10327], [-0.92401, -1.45629, -0.39064], [0.63024, 0.06671, -0.26976], [-2.27781, 0.85069, -0.76543], [-1.21495, 2.13484, -0.25497], [-2.57179, 1.57917, 0.80133], [1.88003, -1.15063, 1.48840], [0.98054, -2.22280, 0.26677], [2.54549, -1.01407, -0.14773], [0.69934, -0.29082, -1.58922]],
  "atomic_forces_ev_per_a": [[1.971, -1.469, -0.032], [-1.062, -1.563, 1.441], [1.283, 0.187, 1.064], [0.861, 1.384, 0.016], [-0.812, 1.644, 0.313], [-1.181, -0.642, 1.243], [-1.052, -0.094, -1.623], [0.689, 1.139, -0.458], [0.870, -0.205, -0.542], [-1.087, 0.256, -1.528], [1.150, 0.777, -0.332], [-1.180, -1.361, 0.299], [-0.450, -0.051, 0.139]]
}

***

# 5
{
  "formula": "C5H12BeO9",
  "method": "ωB97M-V with the def2-TZVPD basis set",
  "max_force_ev_per_a": 9.22,
  "e_tot_ev": -24200.202,
  "total_charge": -2,
  "molar_mass_g_mol": 225.154,
  "homo_lumo_gap_ev": 2.860,
  "e_above_lowest_kj_mol": 406.9,
  "e_homo_ev": 1.59,
  "symbols": ["Be", "C", "O", "O", "O", "C", "O", "O", "O", "C", "C", "C", "O", "H", "H", "H", "H", "H", "H", "H", "H", "O", "H", "H", "O", "H", "H"],
  "xyz": [[0.76196, 0.86863, -0.12778], [3.00799, 0.11821, -1.97511], [3.34790, 0.04025, -0.74821], [3.65254, 0.72208, -2.84302], [1.81979, 0.05194, -2.27119], [1.71189, 3.35557, -1.60121], [0.66155, 2.84675, -1.93532], [2.55910, 3.56815, -2.47494], [2.23021, 2.97704, -0.57244], [-1.45266, -0.84775, 1.96468], [-0.64416, -2.06999, 1.38150], [-1.49883, -3.15987, 0.77522], [0.28938, -1.62391, 0.43614], [-2.11552, -1.02529, 2.81156], [-2.03338, -0.46320, 1.12624], [-0.71544, -0.13039, 2.32526], [-0.00105, -2.40936, 2.19350], [-2.11045, -3.69844, 1.49908], [-0.97396, -3.94743, 0.23455], [-2.16110, -2.68796, 0.04941], [0.88009, -2.36419, 0.27918], [-0.60300, 2.38655, 1.28133], [-1.45937, 2.73855, 1.03851], [-0.22523, 3.05074, 1.85785], [-1.42629, 0.58591, -1.24364], [-1.88098, 1.30304, -1.68546], [-1.62097, -0.18563, -1.77567]],
  "atomic_forces_ev_per_a": [[2.571, 1.419, -3.589], [2.285, 4.079, 2.308], [0.691, -1.725, 1.886], [3.371, -0.641, -2.185], [-7.941, -2.034, 0.072], [1.670, -3.462, -4.603], [-7.630, -0.581, -0.408], [2.400, 4.250, -2.640], [1.864, -1.324, 8.935], [0.868, -0.846, -1.073], [-0.039, 0.249, 1.674], [-0.720, -0.184, -0.020], [-0.457, 1.011, -0.543], [-0.021, -0.669, -0.090], [0.035, 0.491, 0.157], [-0.114, 0.243, -0.358], [-0.413, -0.670, 0.549], [-0.163, 0.217, 0.277], [0.522, 0.221, 0.018], [-0.148, -0.021, -0.074], [0.547, 0.343, -0.457], [-0.122, -0.794, 0.213], [-0.340, 0.091, -0.431], [0.646, 0.252, -0.052], [-0.243, -0.204, 0.868], [0.430, 0.626, -0.232], [0.454, -0.336, -0.201]]
}

***

- Which formula does entry 4 have?
  C3H7FOS

***

- Which formula does entry 4 have?
  C3H7FOS